(1)
{"formula": "C3H5NO2", "method": "ωB97M-V with the def2-TZVPD basis set", "species": ["H", "N", "C", "O", "C", "C", "O", "H", "H", "H", "H"], "xyz": [[-1.922, -0.157, -1.576], [-1.286, 0.412, -1.017], [-0.478, -0.290, -0.370], [-0.301, -1.656, -0.284], [0.807, -1.569, 0.646], [0.671, -0.041, 0.602], [1.209, 0.899, 1.096], [1.729, -1.974, 0.221], [0.573, -2.038, 1.605], [-0.403, 3.557, -0.384], [-0.599, 2.856, -0.540]], "homo_lumo_gap_ev": 10.326, "de_lowest_kj_mol": 290.6, "smiles": "[H]/N=C1\\OCC1=O.[H][H]", "total_charge": 0, "spin_multiplicity": 1}


(2)
{"formula": "C59H36F6N11OP3Se2W", "method": "ωB97M-V with the def2-TZVPD basis set", "species": ["W", "C", "C", "C", "C", "C", "N", "C", "N", "C", "C", "C", "C", "C", "C", "C", "C", "N", "C", "N", "C", "N", "C", "N", "C", "N", "C", "C", "C", "C", "C", "C", "C", "C", "C", "C", "C", "C", "N", "C", "C", "H", "H", "H", "H", "H", "H", "H", "H", "H", "H", "H", "H", "H", "H", "H", "H", "Se", "P", "C", "C", "C", "C", "C", "C", "C", "C", "C", "C", "C", "C", "C", "C", "N", "N", "N", "P", "Se", "C", "C", "C", "C", "C", "C", "C", "C", "C", "C", "C", "C", "H", "H", "H", "H", "H", "H", "H", "H", "H", "H", "H", "H", "H", "H", "H", "H", "H", "H", "H", "H", "F", "P", "F", "F", "F", "F", "F", "O", "C"], "xyz": [[-1.539, 1.327, -0.683], [2.961, 5.914, 1.566], [1.908, 6.456, 2.292], [0.652, 5.814, 2.280], [0.505, 4.707, 1.438], [-0.654, 3.931, 0.997], [-0.337, 3.012, 0.057], [1.026, 3.184, -0.170], [1.767, 2.470, -0.929], [1.246, 1.687, -1.863], [2.035, 0.801, -2.697], [3.332, 0.342, -2.581], [3.708, -0.595, -3.536], [2.864, -1.010, -4.535], [1.563, -0.570, -4.661], [1.189, 0.359, -3.715], [-0.125, 0.948, -3.396], [-1.121, 0.831, -4.206], [-2.329, 1.273, -3.843], [-2.728, 1.555, -2.542], [-4.055, 1.842, -2.620], [-4.819, 2.093, -1.572], [-4.312, 2.653, -0.508], [-2.974, 2.910, -0.261], [-2.927, 3.613, 0.907], [-1.859, 4.156, 1.482], [-4.240, 3.692, 1.504], [-4.678, 4.243, 2.711], [-6.019, 4.281, 2.926], [-6.939, 3.663, 1.987], [-6.481, 2.962, 0.916], [-5.112, 3.048, 0.633], [-4.495, 1.861, -3.998], [-5.714, 2.220, -4.529], [-5.835, 2.154, -5.921], [-4.763, 1.689, -6.696], [-3.527, 1.330, -6.137], [-3.413, 1.465, -4.772], [-0.053, 1.688, -2.224], [1.571, 4.262, 0.641], [2.827, 4.836, 0.714], [3.932, 6.391, 1.636], [2.084, 7.327, 2.894], [-0.203, 6.147, 2.851], [4.030, 0.595, -1.796], [4.728, -1.035, -3.511], [3.208, -1.764, -5.251], [0.863, -0.897, -5.416], [-3.915, 4.690, 3.352], [-6.459, 4.811, 3.729], [-7.991, 3.772, 2.160], [-7.147, 2.434, 0.266], [-6.515, 2.613, -3.909], [-6.728, 2.517, -6.434], [-4.860, 1.708, -7.764], [-2.646, 1.015, -6.744], [3.661, 4.427, 0.153], [4.467, -1.737, 0.326], [2.639, -2.721, -0.026], [2.543, -3.494, -1.699], [3.778, -3.858, -2.218], [3.874, -4.660, -3.350], [2.711, -4.978, -4.031], [1.453, -4.617, -3.538], [1.341, -3.922, -2.327], [2.322, -4.049, 1.137], [3.040, -3.968, 2.326], [2.982, -4.990, 3.260], [2.225, -6.123, 2.960], [1.485, -6.191, 1.781], [1.516, -5.138, 0.855], [1.308, -1.551, 0.187], [0.904, -0.569, 1.109], [-0.075, 0.111, 0.485], [-0.249, -0.455, -0.679], [0.493, -1.442, -0.925], [1.271, -0.113, 2.847], [0.093, 1.482, 3.537], [3.001, 0.380, 3.058], [3.324, 1.645, 2.610], [4.645, 2.100, 2.723], [5.555, 1.294, 3.392], [5.193, 0.073, 3.918], [3.935, -0.414, 3.696], [0.864, -1.621, 3.763], [-0.028, -2.562, 3.229], [-0.528, -3.585, 4.033], [-0.127, -3.743, 5.344], [0.750, -2.780, 5.877], [1.246, -1.757, 5.095], [4.681, -3.558, -1.675], [4.831, -4.949, -3.749], [2.753, -5.541, -4.959], [0.528, -4.865, -4.071], [0.391, -3.661, -1.917], [3.693, -3.135, 2.498], [3.544, -4.878, 4.190], [2.227, -6.959, 3.612], [0.875, -7.051, 1.551], [0.936, -5.216, -0.063], [2.526, 2.252, 2.213], [4.947, 3.044, 2.363], [6.563, 1.649, 3.534], [5.921, -0.574, 4.446], [3.663, -1.389, 4.050], [-0.410, -2.531, 2.209], [-1.251, -4.267, 3.525], [-0.485, -4.532, 5.985], [1.006, -2.844, 6.922], [1.888, -1.014, 5.559], [-2.629, -2.630, -2.405], [-3.596, -2.257, -1.250], [-4.550, -3.524, -1.349], [-4.472, -1.383, -2.276], [-4.394, -1.623, -0.015], [-2.543, -2.849, -0.255], [-2.651, -0.463, -1.142], [-3.404, 0.269, 1.909], [-2.695, 0.588, 1.134]], "s_squared": 3.81, "homo_lumo_gap_ev": [4.758, 4.552], "de_lowest_kj_mol": 0.0, "total_charge": 1, "spin_multiplicity": 4}


(3)
{"formula": "C5H8N2", "method": "ωB97M-V with the def2-TZVPD basis set", "species": ["C", "C", "C", "C", "N", "C", "N", "H", "H", "H", "H", "H", "H", "H", "H"], "xyz": [[-2.442, -0.615, 0.094], [-1.058, -0.046, 0.027], [-0.657, 1.297, -0.161], [0.719, 1.250, -0.166], [1.066, -0.046, -0.001], [2.395, -0.609, 0.071], [-0.002, -0.847, 0.127], [-2.841, -0.812, -0.908], [-3.131, 0.068, 0.599], [-2.426, -1.562, 0.640], [-1.284, 2.168, -0.291], [1.469, 2.024, -0.265], [3.088, 0.042, -0.467], [2.376, -1.590, -0.407], [2.727, -0.720, 1.107]], "homo_lumo_gap_ev": 9.986, "de_lowest_kj_mol": 44.2, "smiles": "Cc1ccn(C)n1", "total_charge": 0, "spin_multiplicity": 1}


(4)
{"formula": "C30H28B3IN5O14P", "method": "ωB97M-V with the def2-TZVPD basis set", "species": ["O", "P", "B", "O", "B", "O", "B", "I", "O", "H", "H", "H", "C", "C", "C", "C", "C", "C", "N", "O", "O", "H", "H", "H", "H", "H", "C", "C", "C", "C", "C", "C", "N", "O", "O", "H", "H", "H", "H", "H", "C", "C", "C", "C", "C", "C", "N", "O", "O", "H", "H", "H", "H", "H", "C", "C", "C", "C", "C", "C", "N", "O", "O", "H", "H", "H", "H", "H", "C", "C", "C", "C", "C", "C", "N", "O", "O", "H", "H", "H", "H", "H"], "xyz": [[-2.214, -2.102, 2.212], [-2.955, -3.072, 1.365], [-2.542, -4.932, 1.722], [-2.987, -5.913, 0.843], [-1.812, -6.433, 0.280], [-0.776, -6.777, 1.128], [-0.602, -5.863, 2.151], [1.279, -5.102, 2.817], [-1.776, -5.369, 2.764], [-2.544, -2.875, 0.017], [-4.353, -2.838, 1.331], [-1.705, -6.589, -0.890], [-1.089, 1.358, 3.949], [-1.080, 2.659, 4.438], [-1.751, 3.661, 3.757], [-2.427, 3.344, 2.592], [-2.439, 2.054, 2.089], [-1.764, 1.056, 2.773], [-3.158, 4.398, 1.881], [-3.116, 5.526, 2.332], [-3.772, 4.085, 0.873], [-0.569, 0.576, 4.485], [-0.553, 2.891, 5.353], [-1.744, 4.672, 4.138], [-2.966, 1.819, 1.177], [-1.766, 0.041, 2.395], [-4.628, 6.261, -2.469], [-3.483, 5.745, -1.876], [-2.292, 5.718, -2.583], [-2.264, 6.214, -3.875], [-3.398, 6.725, -4.480], [-4.587, 6.747, -3.769], [-0.998, 6.209, -4.618], [-0.019, 5.740, -4.074], [-1.001, 6.682, -5.743], [-5.556, 6.286, -1.913], [-3.520, 5.367, -0.862], [-1.401, 5.317, -2.122], [-3.366, 7.106, -5.491], [-5.481, 7.146, -4.229], [8.515, -5.039, 3.900], [8.057, -4.204, 2.889], [6.709, -3.900, 2.797], [5.835, -4.436, 3.726], [6.274, -5.274, 4.734], [7.624, -5.576, 4.819], [4.408, -4.097, 3.645], [4.050, -3.374, 2.737], [3.668, -4.560, 4.497], [9.570, -5.270, 3.972], [8.753, -3.788, 2.173], [6.354, -3.251, 2.010], [5.582, -5.690, 5.451], [7.982, -6.228, 5.604], [2.960, -12.368, 4.534], [1.883, -12.477, 3.666], [1.274, -11.336, 3.169], [1.759, -10.097, 3.547], [2.827, -9.972, 4.417], [3.429, -11.117, 4.912], [1.130, -8.883, 3.003], [0.181, -9.022, 2.258], [1.603, -7.808, 3.335], [3.437, -13.261, 4.917], [1.518, -13.452, 3.373], [0.436, -11.421, 2.493], [3.193, -8.999, 4.709], [4.267, -11.034, 5.591], [-1.220, 9.230, -7.411], [-1.213, 10.529, -6.920], [-1.886, 11.533, -7.598], [-2.565, 11.219, -8.762], [-2.577, 9.932, -9.268], [-1.899, 8.934, -8.586], [-3.300, 12.277, -9.471], [-3.256, 13.402, -9.012], [-3.914, 11.963, -10.474], [-0.700, 8.450, -6.880], [-0.683, 10.759, -6.005], [-1.879, 12.543, -7.214], [-3.106, 9.700, -10.180], [-1.902, 7.922, -8.969]], "homo_lumo_gap_ev": 8.190, "total_charge": 0, "spin_multiplicity": 1}


The calculation returns the following calculated total energy values, one per record and in order: -322.46367 -9440.83936 -304.81867 -3200.52132 hartree.
The calculation returns the following max |F| values, one per record and in order: 0.0136 0.0516 0.0043 0.0447 hartree/bohr.